This record from the Open Molecules 2025 dataset describes one molecule with the formula C4H9IO in a non-equilibrium geometry. The level of theory is ωB97M-V/def2-TZVPD.

Output
**Energy above the lowest of the compared OMol25 structures with the same formula, charge and spin**: 145.9 kJ/mol
**Total charge**: 0
**SMILES**: CC[C@H](C)OI
**DFT total energy**: -530.656200 Ha
**LUMO energy**: -0.12 eV

```
15
Properties=species:S:1:pos:R:3:nbo_charge:R:1
I -3.262 0.102 -0.569 0.39
O -2.127 -0.333 0.955 -0.75
C -0.095 -1.586 -0.158 -0.68
C 1.507 1.122 -0.157 -0.61
C -0.016 0.980 -0.054 -0.47
C -0.529 -0.359 0.547 0.13
H -0.682 -1.811 -1.106 0.23
H -0.198 -0.452 1.634 0.20
H -0.469 -2.528 0.337 0.23
H 1.969 0.106 -0.091 0.20
H 1.780 1.527 -1.179 0.22
H -0.386 1.149 -1.140 0.22
H -0.483 1.838 0.522 0.23
H 1.994 1.773 0.637 0.22
H 0.997 -1.527 -0.176 0.23
```